Record 1
Computed, not measured: a structure of composition C19H33AuNSi3, with the ωB97M-V functional and the def2-TZVPD basis.

```
57
C19H33AuNSi3 | the Open Molecules 2025 dataset | the ωB97M-V functional and the def2-TZVPD basis
Au 0.94 -1.10 0.83
C 1.89 -0.97 2.73
C 1.85 -2.39 2.47
C 0.74 -2.91 3.17
C 0.08 -1.88 3.85
C 0.74 -0.70 3.58
H 2.78 -0.36 2.68
H 2.67 -2.99 2.09
H 0.44 -3.94 3.17
H -0.83 -1.98 4.42
H 0.47 0.28 3.93
C 0.49 3.56 -0.75
Si 0.82 2.23 0.53
C 0.11 2.81 2.16
C 2.68 2.11 0.74
C 0.04 0.60 -0.11
Si -1.84 0.45 0.23
C -2.67 2.06 -0.26
C -2.65 -0.94 -0.75
C -2.24 0.08 2.02
Si 0.44 0.34 -1.93
C -0.71 1.18 -3.15
C 2.21 0.66 -2.43
C 0.21 -1.54 -2.06
C -0.10 -2.29 -3.18
C -0.22 -3.67 -3.09
C 0.01 -4.28 -1.87
C 0.34 -3.50 -0.79
N 0.43 -2.16 -0.89
H 0.92 4.50 -0.40
H -0.57 3.73 -0.92
H 0.96 3.35 -1.72
H 0.62 3.74 2.43
H 0.28 2.11 2.97
H -0.96 3.03 2.13
H 3.03 3.08 1.12
H 3.21 1.91 -0.18
H 2.98 1.36 1.47
H -2.47 2.35 -1.29
H -2.38 2.89 0.39
H -3.75 1.94 -0.16
H -2.54 -0.87 -1.83
H -3.73 -0.89 -0.54
H -2.32 -1.93 -0.43
H -1.75 0.75 2.73
H -1.98 -0.95 2.28
H -3.32 0.18 2.16
H -0.64 2.27 -3.06
H -1.76 0.91 -3.02
H -0.42 0.93 -4.17
H 2.48 1.71 -2.39
H 2.34 0.33 -3.46
H 2.92 0.10 -1.81
H -0.27 -1.79 -4.13
H -0.47 -4.26 -3.96
H -0.07 -5.35 -1.75
H 0.53 -3.92 0.19
```

Properties
- relative energy (zero: lowest compared OMol25 entry of this formula, charge and spin) (kcal/mol) = 0.0
- total charge = +1
- total energy (eV) = -49049.4215
- HOMO (spin up / spin down) (eV) = -11.807 / -11.805

=====

Record 2
Computed, not measured: a structure of composition C47H52Cl2CsN8OPSe2, with the ωB97M-V functional and the def2-TZVPD basis.

```
114
C47H52Cl2CsN8OPSe2 | the Open Molecules 2025 dataset | the ωB97M-V functional and the def2-TZVPD basis
Cs 1.06 -0.61 -1.07
Se -4.35 0.29 -2.81
P -3.52 -1.68 -2.73
Se -1.99 -2.26 -1.33
C -4.95 -2.84 -2.58
C -6.03 -2.69 -3.44
C -7.15 -3.50 -3.31
C -7.20 -4.45 -2.30
C -6.13 -4.61 -1.44
C -5.00 -3.80 -1.58
C -2.89 -2.13 -4.40
C -2.73 -3.47 -4.73
C -2.19 -3.82 -5.96
C -1.79 -2.84 -6.85
C -1.94 -1.50 -6.52
C -2.49 -1.14 -5.29
H -5.99 -1.93 -4.21
H -7.98 -3.37 -3.99
H -8.09 -5.07 -2.19
H -6.16 -5.35 -0.66
H -4.15 -3.91 -0.91
H -3.02 -4.23 -4.02
H -2.06 -4.87 -6.21
H -1.36 -3.11 -7.81
H -1.62 -0.73 -7.20
H -2.61 -0.10 -5.02
C -5.03 2.69 1.90
N -3.87 2.29 1.14
C -3.38 0.96 1.45
C -3.12 3.17 0.40
N -1.89 2.93 0.16
C -1.14 3.57 -0.81
C -1.68 3.82 -2.05
C -0.96 4.50 -3.04
C 0.31 4.92 -2.81
C 0.95 4.61 -1.59
C 2.32 4.94 -1.40
C 2.97 4.55 -0.27
C 2.30 3.86 0.74
C 0.95 3.56 0.64
N 0.34 2.77 1.58
C 0.42 2.81 2.85
N 0.71 3.95 3.63
C 0.49 5.26 3.03
C 1.89 3.89 4.47
N 0.13 1.68 3.57
C -0.26 1.69 4.96
C 0.13 0.39 2.91
C 0.24 3.92 -0.56
N -3.85 4.33 0.03
C -3.13 5.56 -0.19
C -4.96 4.12 -0.88
H -5.82 1.93 1.79
H -5.41 3.65 1.56
H -4.79 2.77 2.97
H -4.00 0.20 0.97
H -3.39 0.81 2.53
H -2.37 0.86 1.09
H -2.68 3.46 -2.25
H -1.43 4.69 -4.00
H 0.88 5.43 -3.58
H 2.84 5.46 -2.19
H 4.03 4.76 -0.16
H 2.84 3.49 1.60
H -0.36 5.21 2.36
H 1.36 5.62 2.46
H 0.28 5.97 3.83
H 2.09 2.86 4.76
H 1.75 4.49 5.37
H 2.78 4.27 3.94
H -0.46 2.71 5.29
H 0.52 1.26 5.61
H -1.16 1.09 5.09
H 0.21 0.58 1.84
H -0.78 -0.16 3.12
H 1.00 -0.20 3.22
H -2.25 5.60 0.45
H -3.79 6.40 0.08
H -2.80 5.70 -1.22
H -5.28 3.08 -0.85
H -4.67 4.35 -1.92
H -5.81 4.77 -0.62
Cl 2.55 -4.73 1.08
C 3.45 -3.50 1.93
C 4.56 -3.89 2.68
C 5.32 -2.96 3.34
Cl 6.71 -3.50 4.26
C 4.99 -1.59 3.28
C 5.74 -0.57 3.91
C 5.33 0.73 3.82
C 4.15 1.01 3.11
N 3.44 0.10 2.49
C 3.84 -1.19 2.55
C 3.02 -2.16 1.79
O 2.04 -1.80 1.10
H 4.82 -4.94 2.73
H 6.65 -0.83 4.44
H 5.90 1.53 4.27
H 3.78 2.03 3.04
C 4.84 -0.25 -2.06
C 4.14 0.56 -3.11
C 4.71 1.38 -4.08
C 3.62 1.97 -4.78
C 2.47 1.46 -4.19
C 1.05 1.75 -4.55
N 2.78 0.60 -3.18
H 5.85 -0.51 -2.37
H 4.29 -1.17 -1.85
H 4.92 0.30 -1.11
H 5.77 1.54 -4.25
H 3.67 2.66 -5.61
H 0.99 2.58 -5.26
H 0.46 2.01 -3.67
H 0.56 0.88 -5.02
```

Properties
- relative energy (zero: lowest compared OMol25 entry of this formula, charge and spin) (kcal/mol) = 7.1
- total charge = -2
- total energy (eV) = -229129.7438
- HOMO (eV) = -1.282

=====

Record 3
Computed, not measured: a structure of composition C16H23N4O5RuS, with the ωB97M-V functional and the def2-TZVPD basis.

```
50
C16H23N4O5RuS | the Open Molecules 2025 dataset | the ωB97M-V functional and the def2-TZVPD basis
Ru 1.56 -0.14 -0.15
C 1.47 0.81 2.98
O 2.22 0.46 1.76
C 3.65 0.29 2.02
C 4.22 -0.56 0.92
O 3.67 -0.15 -0.36
C 4.24 1.04 -1.00
C 3.40 2.24 -0.70
O 2.03 1.89 -0.99
C 1.15 3.06 -0.98
H 1.36 -0.09 3.58
H 0.52 1.20 2.66
H 2.05 1.56 3.51
H 3.77 -0.22 2.98
H 4.09 1.28 2.10
H 3.93 -1.60 1.03
H 5.31 -0.50 0.89
H 4.24 0.82 -2.07
H 5.27 1.17 -0.67
H 3.71 3.07 -1.34
H 3.46 2.57 0.34
H 1.47 3.73 -1.77
H 1.21 3.54 0.00
H 0.14 2.71 -1.17
N -6.67 -1.82 1.47
C -5.51 -1.30 1.14
C -4.37 -1.48 2.00
C -3.18 -0.91 1.66
C -3.09 -0.17 0.46
C -4.18 0.01 -0.40
C -5.39 -0.55 -0.07
S -1.60 0.72 0.07
O -1.81 1.39 -1.16
O -1.17 1.40 1.25
N -0.42 -0.46 -0.17
C -0.38 -1.14 -1.40
N -1.39 -1.56 -2.11
C -1.04 -2.20 -3.23
C 0.28 -2.42 -3.62
C 1.28 -1.94 -2.81
N 0.92 -1.29 -1.68
H -6.80 -2.34 2.33
H -7.50 -1.70 0.89
H -4.48 -2.04 2.92
H -2.32 -1.00 2.31
H -4.07 0.59 -1.31
H -6.25 -0.42 -0.71
H -1.86 -2.55 -3.85
H 0.52 -2.96 -4.52
H 2.33 -2.05 -3.02
```

Properties
- total charge = +3
- multiplicity = 5
- total energy (eV) = -46550.2185
- ⟨S²⟩ = 6.057
- HOMO (spin up / spin down) (eV) = -18.127 / -18.811

=====

Record 4
Computed, not measured: a cluster of 9 separate species, C49H75F9INO33PS in total in a non-equilibrium geometry, with the ωB97M-V functional and the def2-TZVPD basis.

```
170
C49H75F9INO33PS | the Open Molecules 2025 dataset | the ωB97M-V functional and the def2-TZVPD basis
C -0.04 -2.72 2.94
N 0.05 -3.64 1.83
C -0.71 -3.26 0.64
C -0.02 -3.72 -0.62
C 0.15 -5.24 -0.43
C -1.17 -5.98 -0.42
C -1.74 -6.36 0.95
O -0.74 -6.55 1.93
O -0.81 -3.49 -1.75
P 0.00 -3.01 -3.16
C 0.46 -4.78 -3.71
C 1.88 -5.29 -3.49
C 2.98 -4.69 -4.34
O 4.07 -4.40 -3.89
O 2.70 -4.54 -5.68
O 0.64 -2.44 -4.63
C 1.08 -1.14 -4.92
C 2.35 -0.64 -4.25
C 2.49 0.83 -4.68
O 3.48 -1.34 -4.71
S -0.88 -0.90 -2.60
O 0.10 0.19 -2.57
O -1.60 -0.94 -1.33
C -2.32 -0.46 -3.72
F -2.03 -0.54 -5.02
F -3.28 -1.38 -3.48
C -2.93 0.95 -3.40
F -2.71 1.74 -4.48
F -2.34 1.57 -2.37
C -4.46 0.98 -3.21
F -5.09 0.48 -4.29
F -4.77 2.31 -3.15
C -5.05 0.33 -1.91
F -4.16 0.27 -0.93
F -6.09 1.10 -1.50
F -5.53 -0.89 -2.17
O 1.39 -2.67 -2.27
C 1.32 -2.98 -0.94
I 1.90 -1.11 0.02
H 0.18 -3.27 3.85
H 0.72 -1.96 2.87
H -1.02 -2.32 3.05
H 1.01 -3.85 1.59
H -0.88 -2.19 0.64
H -1.71 -3.69 0.67
H 0.76 -5.47 0.43
H 0.72 -5.65 -1.26
H -1.93 -5.42 -0.95
H -1.07 -6.90 -0.99
H -2.34 -7.26 0.84
H -2.44 -5.59 1.27
H -1.07 -6.14 2.73
H -1.25 -3.22 -3.82
H 0.27 -4.82 -4.77
H -0.26 -5.44 -3.25
H 1.88 -6.35 -3.77
H 2.23 -5.26 -2.47
H 2.54 -5.42 -6.03
H 1.34 -1.13 -5.97
H 0.36 -0.34 -4.83
H 2.27 -0.62 -3.17
H 1.60 1.41 -4.46
H 2.74 0.87 -5.72
H 3.33 1.23 -4.13
H 4.12 -0.72 -5.06
H 2.10 -3.68 -0.65
C -1.88 1.92 0.73
C -1.31 2.18 2.10
C -0.32 3.32 2.19
O 0.47 2.92 3.32
C 0.44 1.56 3.37
O 1.17 0.91 4.06
O -0.51 1.07 2.54
H -2.26 0.90 0.66
H -2.69 2.61 0.51
H -1.12 2.02 -0.04
H -2.12 2.31 2.83
H -0.78 4.29 2.36
H 0.32 3.38 1.31
C 5.15 5.53 -2.31
C 5.26 5.20 -3.78
C 4.04 5.53 -4.61
O 4.14 4.58 -5.68
C 4.80 3.50 -5.19
O 4.87 2.45 -5.73
O 5.36 3.78 -3.99
H 5.87 4.95 -1.74
H 5.34 6.59 -2.14
H 4.16 5.29 -1.93
H 6.15 5.66 -4.21
H 4.02 6.54 -4.99
H 3.11 5.33 -4.07
C 1.78 2.45 6.56
C 2.20 3.08 7.86
C 2.81 2.13 8.86
O 2.51 2.77 10.11
C 1.37 3.48 9.93
O 0.73 3.96 10.81
O 1.06 3.56 8.62
H 1.03 3.06 6.05
H 2.63 2.34 5.89
H 1.34 1.47 6.72
H 2.85 3.94 7.68
H 3.89 2.01 8.75
H 2.33 1.15 8.85
C -4.66 5.19 -2.41
C -3.72 5.99 -3.28
C -2.51 6.55 -2.56
O -2.20 7.70 -3.36
C -3.36 8.13 -3.92
O -3.50 9.17 -4.47
O -4.33 7.20 -3.76
H -5.65 5.14 -2.87
H -4.29 4.19 -2.28
H -4.78 5.65 -1.43
H -3.42 5.40 -4.15
H -1.67 5.86 -2.53
H -2.75 6.88 -1.55
C -1.68 -4.37 7.64
C -2.65 -4.55 6.50
C -2.43 -5.77 5.63
O -3.00 -5.34 4.38
C -2.87 -3.99 4.31
O -3.03 -3.34 3.34
O -2.51 -3.49 5.52
H -1.65 -3.33 7.96
H -1.96 -4.99 8.48
H -0.67 -4.64 7.33
H -3.68 -4.51 6.87
H -2.93 -6.66 6.00
H -1.38 -5.99 5.47
C 0.80 -8.13 11.72
C -0.18 -8.29 10.58
C 0.04 -9.50 9.70
O -0.52 -9.07 8.45
C -0.39 -7.72 8.40
O -0.56 -7.06 7.43
O -0.04 -7.23 9.62
H 0.83 -7.10 12.05
H 0.52 -8.76 12.56
H 1.81 -8.40 11.40
H -1.20 -8.26 10.96
H -0.47 -10.40 10.06
H 1.10 -9.72 9.55
C 0.11 9.15 1.40
C 0.07 8.21 0.22
C -1.22 8.21 -0.57
O -1.22 6.89 -1.12
C -0.53 6.09 -0.27
O -0.51 4.91 -0.32
O 0.14 6.84 0.64
H 0.87 8.84 2.12
H 0.33 10.17 1.08
H -0.85 9.15 1.93
H 0.93 8.40 -0.43
H -1.25 8.96 -1.36
H -2.09 8.32 0.07
C 1.41 2.05 -11.17
C 1.72 2.09 -9.69
C 2.22 0.79 -9.11
O 1.81 0.90 -7.74
C 0.71 1.68 -7.71
O -0.01 1.82 -6.78
O 0.53 2.30 -8.92
H 0.72 2.86 -11.43
H 2.32 2.16 -11.76
H 0.93 1.11 -11.45
H 2.41 2.91 -9.47
H 3.30 0.66 -9.18
H 1.72 -0.09 -9.54
```

Properties
- total charge = -1
- total energy (eV) = -173769.7668
- HOMO (eV) = -5.277

=====

Record 5
Computed, not measured: a cluster of 2 separate species, C4H7NO in total, with the ωB97M-V functional and the def2-TZVPD basis.

```
13
C4H7NO | the Open Molecules 2025 dataset | the ωB97M-V functional and the def2-TZVPD basis
C 1.60 1.31 -0.17
C 0.87 0.20 -0.86
C -1.34 -1.81 0.09
N -1.44 -0.73 0.75
C -1.33 0.37 1.30
O -0.03 0.35 -1.65
H 2.67 1.29 -0.42
H 1.16 2.27 -0.46
H 1.50 1.17 0.91
H 1.18 -0.83 -0.57
H -1.18 -1.75 -0.98
H -1.41 -2.76 0.61
H -2.26 0.93 1.43
```

Properties
- relative energy (zero: lowest compared OMol25 entry of this formula, charge and spin) (kcal/mol) = 87.6
- total charge = 0
- total energy (eV) = -7795.8450
- HOMO (eV) = -8.359

=====

Record 6
Computed, not measured: a structure of composition CHO3Pr in a non-equilibrium geometry, with the ωB97M-V functional and the def2-TZVPD basis.

```
6
CHO3Pr | the Open Molecules 2025 dataset | the ωB97M-V functional and the def2-TZVPD basis
C -1.75 -0.02 -0.14
O -1.32 -1.23 0.13
O -0.47 -0.16 -0.58
Pr 2.12 0.23 0.06
O -2.61 0.72 0.11
H 4.03 0.47 0.42
```

Properties
- relative energy (zero: lowest compared OMol25 entry of this formula, charge and spin) (kcal/mol) = 88.0
- total charge = +2
- multiplicity = 3
- total energy (eV) = -21238.2811
- ⟨S²⟩ = 2.244
- HOMO (spin up / spin down) (eV) = -20.521 / -20.592

=====

Record 7
Computed, not measured: an isolated molecule of C2H5NOS in a non-equilibrium geometry, with the ωB97M-V functional and the def2-TZVPD basis.

```
10
C2H5NOS | the Open Molecules 2025 dataset | the ωB97M-V functional and the def2-TZVPD basis
C -1.55 -0.31 0.01
C 0.60 0.85 -0.03
H -1.84 -1.36 -0.02
H -2.08 0.16 -0.83
H -1.83 0.13 1.07
H -0.15 1.74 -0.20
H 2.11 -1.44 0.06
N 1.88 0.88 0.04
O -0.09 -0.33 -0.08
S 2.94 -0.33 -0.02
```

Properties
- relative energy (zero: lowest compared OMol25 entry of this formula, charge and spin) (kcal/mol) = 52.6
- total charge = 0
- total energy (eV) = -16526.0990
- SMILES = CO/C=N\S
- HOMO (eV) = -8.391

=====

Look up the total energy of the second one. -229129.7438 eV